# 1
The following is a quantum chemistry calculation of 3 unconnected molecules or ions with the total composition C3H3NO2 in a non-equilibrium geometry, from the OMol25 dataset.

Calculated values
Strongest force on any atom (eV/Å): 1.56
Calculated total energy (Eh): -321.28613
Energy above the lowest of the compared OMol25 structures with the same formula, charge and spin (kcal/mol): 57.4
E_HOMO (eV): -11.1317

```
9
Properties=species:S:1:pos:R:3:mulliken_charge:R:1
C 1.49 -1.12 0.88 0.56
C -1.73 -0.08 0.26 -0.07
H -1.52 -0.58 1.22 0.19
O -0.85 0.39 -0.43 -0.40
H -2.79 -0.04 -0.06 0.25
O 1.28 1.96 -2.01 -0.15
N 2.02 -1.73 1.70 -0.37
H 0.99 -0.52 0.13 -0.13
C 1.66 1.13 -1.34 0.12
```


# 2
The following is a quantum chemistry calculation of a single C2H7BF2NP molecule in a non-equilibrium geometry, from the OMol25 dataset.

Calculated values
SMILES: B=P(F)(F)N(C)C
Strongest force on any atom (eV/Å): 7.16
Calculated total energy (Eh): -700.96267
Energy above the lowest of the compared OMol25 structures with the same formula, charge and spin (kcal/mol): 0.0
E_HOMO (eV): -6.1257

```
14
Properties=species:S:1:pos:R:3:mulliken_charge:R:1
B 0.79 -0.34 2.36 0.14
C 0.32 1.43 -0.23 -0.91
H 0.11 -0.26 -2.53 0.33
P -0.26 -0.81 0.92 0.33
F -1.64 -0.08 0.99 -0.25
H -1.34 -0.36 -1.52 0.35
F -0.38 -2.35 0.87 -0.17
N 0.47 -0.02 -0.49 -0.22
H 0.95 1.69 0.60 0.35
H -0.68 1.73 -0.03 0.36
H 1.45 -0.34 3.33 -0.05
C -0.27 -0.60 -1.59 -0.92
H -0.16 -1.70 -1.62 0.30
H 0.64 2.02 -1.04 0.36
```


# 3
The following is a quantum chemistry calculation of a molecular structure, C2H5BNO7PTl in a non-equilibrium geometry, from the OMol25 dataset.

Calculated values
Net charge: +3
Strongest force on any atom (eV/Å): 6.05
Calculated total energy (Eh): -1197.91635
Energy above the lowest of the compared OMol25 structures with the same formula, charge and spin (kcal/mol): 49.9
E_HOMO (eV): -23.1000

```
18
Properties=species:S:1:pos:R:3:mulliken_charge:R:1
H -1.46 2.52 -0.47 0.38
O 0.18 1.48 -0.74 -0.12
P 1.40 0.59 -0.08 0.91
H -0.76 1.84 1.04 0.44
Tl 1.25 -3.56 -1.46 0.90
O 1.46 0.62 1.36 -0.46
H -3.72 1.27 0.29 0.43
C -0.91 1.66 -0.03 -0.04
B -2.11 0.36 -0.18 0.25
C 1.59 -2.35 0.98 0.46
H 3.40 0.98 -0.16 0.44
O 2.22 -1.76 -0.05 -0.26
O 1.25 -0.93 -0.71 0.14
N 1.17 -2.48 2.04 -0.12
H -2.51 -1.37 -0.78 0.41
O -3.15 0.53 0.62 -0.07
O 2.63 1.24 -0.70 -0.40
O -1.92 -0.63 -0.99 -0.28
```


# 4
The following is a quantum chemistry calculation of 2 unconnected molecules or ions with the total composition C3H8O2 in a non-equilibrium geometry, from the OMol25 dataset.

Calculated values
SMILES: C=C(C)O.O
Strongest force on any atom (eV/Å): 2.88
Calculated total energy (Eh): -269.49592
Energy above the lowest of the compared OMol25 structures with the same formula, charge and spin (kcal/mol): 62.1
E_HOMO (eV): -8.6753

```
13
Properties=species:S:1:pos:R:3:mulliken_charge:R:1
O 3.76 1.65 0.85 -0.65
C -2.16 -1.21 0.08 -0.97
H -2.93 -0.35 0.38 0.23
H -2.05 -1.86 0.99 0.29
H -0.58 0.79 1.41 0.22
C -0.19 0.21 0.49 -1.08
H 3.59 2.30 0.11 0.32
H 0.72 0.25 -0.02 0.39
H -2.59 -1.58 -0.86 0.31
C -0.88 -0.60 -0.34 0.80
H -0.31 0.16 -2.07 0.34
O -0.73 -0.66 -1.74 -0.52
H 4.35 0.91 0.72 0.32
```


# 5
The following is a quantum chemistry calculation of a molecular structure, C43H59FN4OPRbS2Si4, from the OMol25 dataset.

Calculated values
Net charge: -2
Strongest force on any atom (eV/Å): 0.54
Calculated total energy (Eh): -4388.18317
Energy above the lowest of the compared OMol25 structures with the same formula, charge and spin (kcal/mol): 14.2
E_HOMO (eV): -2.0747

```
116
Properties=species:S:1:pos:R:3:mulliken_charge:R:1
F -2.03 -1.83 -0.35 0.30
N 4.26 -1.53 -0.51 0.02
C 3.47 1.44 -3.26 -0.37
N -1.01 -2.19 -2.84 0.34
H -3.08 3.21 0.04 0.21
H 2.00 -4.08 2.28 0.35
O -1.10 1.95 -1.76 0.00
S 0.21 -1.41 4.07 -0.38
C 2.07 5.78 1.33 -1.19
C 0.83 -0.70 -4.50 -0.18
C 0.55 -5.06 -1.27 -0.36
H 1.12 -0.49 -5.53 0.35
Si -0.65 3.58 -1.88 -0.25
H 3.19 2.21 -3.96 0.55
H 3.22 3.06 -0.22 0.14
C 2.35 -3.56 -0.65 0.20
H 4.11 4.56 -0.53 0.46
Si 1.65 4.99 -0.34 0.18
H 5.40 1.04 -4.11 0.37
S -1.96 0.35 5.23 -0.31
C -1.89 -3.08 -2.35 0.02
H -2.01 -4.45 -4.01 0.15
C -3.38 0.70 4.29 0.80
H -2.68 4.06 -3.29 0.31
C -4.30 0.16 2.12 -0.19
H -0.83 3.08 3.39 0.27
C 0.67 -3.64 -4.92 -0.96
H 0.00 3.14 -4.25 0.35
H 3.45 -6.00 -2.74 0.35
H 5.93 -0.74 -2.46 0.37
C -1.29 -0.64 3.89 -0.02
H 2.65 7.04 -1.42 0.40
C 5.78 -3.69 2.95 -0.61
C -5.52 1.57 3.67 -0.45
C -3.69 -4.97 -1.09 -0.51
H -6.39 2.17 3.89 0.33
C -2.22 4.49 -2.39 -1.23
H -4.35 -5.68 -0.62 0.36
H -1.91 0.25 -2.58 -0.10
H -6.22 1.01 1.71 0.36
H 2.31 5.02 2.08 0.25
C 3.67 -4.71 3.46 -0.66
H 6.84 -3.56 3.14 0.37
C -1.63 -1.92 -5.77 -1.11
H 0.54 4.75 -3.74 0.50
C 1.73 6.46 -1.55 -1.28
H 3.23 3.76 -1.84 0.13
C -2.46 2.92 0.89 -0.22
H -3.55 -6.04 -2.94 0.33
C 4.68 0.78 -3.34 -0.96
H 5.50 -5.14 4.50 0.35
C -2.09 1.33 -2.56 -0.57
H -1.14 -1.73 -6.73 0.35
H -3.59 -3.60 0.60 0.48
C 5.03 -4.57 3.71 -0.39
Si -0.35 -2.14 -4.38 -0.04
C 2.59 1.06 -2.25 -0.98
H 1.06 -6.67 -2.58 0.37
H -2.29 -1.07 -5.55 0.29
N -2.10 -0.66 2.85 -0.26
H -0.50 -5.32 -1.21 0.32
C -3.23 -5.16 -2.39 -1.01
C 3.07 -3.98 2.45 -0.87
Rb -0.07 -0.31 0.37 0.65
C 3.22 -4.32 -1.44 -0.07
H -3.08 2.97 1.79 0.12
H 0.88 7.13 -1.39 0.26
N 2.86 0.09 -1.38 0.33
H 1.69 6.12 -2.59 0.34
C -3.26 0.05 3.05 -0.47
H 2.95 6.43 1.22 0.35
H 0.40 0.21 -4.07 -0.30
H 4.27 -4.04 -1.52 0.21
C 4.04 -0.53 -1.46 0.02
H -2.26 -2.81 -5.87 0.26
H -2.37 6.06 0.69 0.30
H -2.38 5.63 2.42 0.27
H 1.63 1.55 -2.13 0.76
H 5.76 -2.24 1.37 0.43
C -4.50 1.47 4.60 -0.56
C 1.01 -3.93 -0.59 -0.19
H -4.57 1.98 5.56 0.36
C -2.37 -4.26 -3.00 -0.13
C 3.82 -3.11 1.65 0.41
H 1.06 -3.50 -5.93 0.38
C 3.20 4.00 -0.77 -0.82
H 0.44 4.29 3.15 0.34
H 1.24 6.38 1.71 0.28
H -2.19 1.87 0.74 -0.18
H 0.31 -3.35 -0.01 0.43
P 2.91 -2.13 0.38 0.44
H -2.97 4.46 -1.59 0.34
H -3.09 1.52 -2.15 0.18
C 1.42 -5.80 -2.03 -0.66
H -0.99 6.47 1.72 0.27
C -3.27 -3.81 -0.42 -0.75
C 0.11 4.08 -0.37 1.59
C 0.44 3.71 -3.42 -1.25
C 5.17 -2.95 1.93 -0.21
H 1.74 -0.92 -3.93 -0.02
H -1.99 5.54 -2.59 0.30
H 1.44 3.32 -3.24 0.01
H 5.07 -2.11 -0.66 0.33
C -0.10 3.47 2.67 -0.97
H 0.07 -4.56 -4.90 0.27
C -5.42 0.91 2.44 -0.60
H 1.51 -3.79 -4.23 0.10
Si -0.96 4.04 1.08 -0.25
H -4.20 -0.34 1.17 0.44
C -2.43 -2.93 -1.04 0.29
C -1.75 5.71 1.53 -1.21
H 3.07 -5.38 4.06 0.39
H -2.07 1.69 -3.60 0.29
C 4.99 -0.21 -2.43 -0.49
C 2.76 -5.43 -2.13 -0.72
H 0.62 2.67 2.47 0.31
```


- Which value of calculated total energy does entry 3 give?
  -1197.91635 Eh


Repeat the second record exactly.
The following is a quantum chemistry calculation of a single C2H7BF2NP molecule in a non-equilibrium geometry, from the OMol25 dataset.

Calculated values
SMILES: B=P(F)(F)N(C)C
Strongest force on any atom (eV/Å): 7.16
Calculated total energy (Eh): -700.96267
Energy above the lowest of the compared OMol25 structures with the same formula, charge and spin (kcal/mol): 0.0
E_HOMO (eV): -6.1257

```
14
Properties=species:S:1:pos:R:3:mulliken_charge:R:1
B 0.79 -0.34 2.36 0.14
C 0.32 1.43 -0.23 -0.91
H 0.11 -0.26 -2.53 0.33
P -0.26 -0.81 0.92 0.33
F -1.64 -0.08 0.99 -0.25
H -1.34 -0.36 -1.52 0.35
F -0.38 -2.35 0.87 -0.17
N 0.47 -0.02 -0.49 -0.22
H 0.95 1.69 0.60 0.35
H -0.68 1.73 -0.03 0.36
H 1.45 -0.34 3.33 -0.05
C -0.27 -0.60 -1.59 -0.92
H -0.16 -1.70 -1.62 0.30
H 0.64 2.02 -1.04 0.36
```


- Look up the energy above the lowest of the compared OMol25 structures with the same formula, charge and spin of the second one.
  0.0 kcal/mol